No. 1
The following is a quantum chemistry calculation of a 12-piece molecular cluster, C40H104O12 overall, from the OMol25 dataset.

As for the spin multiplicity: 1. Its LUMO energy is 0.48 eV. The structure (SMILES) is CC(C)O.CC(C)O.CCOCC.CCOCC.CCOCC.CCOCC.CCOCC.CCOCC.CCOCC.CCO.CCO.CCO.

Geometry (Å):
C (-2.98, -1.08, -2.65)
C (-3.06, -2.03, -3.83)
O (-2.25, -1.55, -4.88)
C (-2.50, -2.21, -6.11)
C (-1.71, -1.51, -7.19)
H (-3.71, -1.26, -1.86)
H (-1.95, -1.19, -2.29)
H (-3.12, -0.03, -2.89)
H (-2.82, -3.06, -3.52)
H (-4.12, -2.07, -4.16)
H (-2.25, -3.27, -6.00)
H (-3.56, -2.13, -6.38)
H (-0.66, -1.81, -7.22)
H (-1.72, -0.43, -7.08)
H (-2.10, -1.74, -8.19)
C (1.13, 1.58, -0.13)
C (0.45, 0.29, 0.26)
O (-0.75, 0.58, 0.93)
C (-1.38, -0.62, 1.30)
C (-2.62, -0.38, 2.12)
H (1.26, 2.21, 0.75)
H (2.11, 1.38, -0.56)
H (0.52, 2.16, -0.82)
H (0.24, -0.29, -0.64)
H (1.12, -0.29, 0.91)
H (-1.71, -1.20, 0.42)
H (-0.70, -1.25, 1.88)
H (-3.06, -1.33, 2.42)
H (-3.37, 0.22, 1.59)
H (-2.47, 0.17, 3.06)
C (6.18, 0.64, 1.22)
C (5.26, -0.55, 1.04)
O (4.97, -1.06, 2.32)
C (3.97, -2.06, 2.27)
C (3.98, -2.84, 3.56)
H (7.17, 0.32, 1.56)
H (6.34, 1.16, 0.27)
H (5.76, 1.33, 1.95)
H (4.34, -0.23, 0.54)
H (5.77, -1.33, 0.47)
H (2.99, -1.57, 2.16)
H (4.12, -2.77, 1.45)
H (3.84, -2.19, 4.43)
H (4.91, -3.39, 3.67)
H (3.14, -3.54, 3.57)
C (4.33, 3.60, -2.02)
C (5.23, 4.72, -1.57)
O (6.41, 4.67, -2.33)
C (7.39, 5.58, -1.91)
C (8.45, 5.66, -2.98)
H (4.32, 3.59, -3.12)
H (4.71, 2.65, -1.68)
H (3.29, 3.83, -1.75)
H (4.74, 5.70, -1.63)
H (5.45, 4.53, -0.50)
H (6.95, 6.58, -1.73)
H (7.84, 5.27, -0.96)
H (9.28, 6.29, -2.68)
H (8.02, 5.94, -3.94)
H (8.87, 4.65, -3.10)
C (-6.37, -1.95, 0.62)
C (-5.81, -3.23, 1.19)
O (-4.50, -3.40, 0.68)
C (-3.85, -4.54, 1.20)
C (-2.43, -4.60, 0.69)
H (-7.43, -1.84, 0.85)
H (-5.84, -1.10, 1.05)
H (-6.28, -1.92, -0.46)
H (-5.80, -3.20, 2.28)
H (-6.44, -4.09, 0.87)
H (-3.87, -4.61, 2.30)
H (-4.38, -5.43, 0.80)
H (-2.40, -4.89, -0.36)
H (-1.84, -5.37, 1.20)
H (-1.86, -3.67, 0.83)
C (3.63, -2.57, -2.05)
C (2.21, -2.91, -1.62)
O (2.16, -2.76, -0.20)
C (1.03, -3.35, 0.39)
C (1.26, -4.80, 0.76)
H (3.81, -2.68, -3.12)
H (3.83, -1.54, -1.75)
H (4.33, -3.21, -1.52)
H (1.47, -2.25, -2.08)
H (1.96, -3.95, -1.87)
H (0.86, -2.79, 1.32)
H (0.12, -3.22, -0.22)
H (1.69, -5.38, -0.05)
H (0.32, -5.24, 1.08)
H (1.92, -4.84, 1.63)
C (1.99, 1.12, -3.64)
C (0.48, 1.03, -3.58)
O (0.00, 2.30, -3.21)
C (-1.33, 2.31, -2.75)
C (-2.26, 2.31, -3.95)
H (2.32, 1.82, -4.42)
H (2.48, 1.46, -2.73)
H (2.44, 0.15, -3.89)
H (0.09, 0.77, -4.57)
H (0.20, 0.23, -2.88)
H (-1.62, 1.52, -2.05)
H (-1.49, 3.20, -2.14)
H (-3.27, 2.56, -3.62)
H (-2.29, 1.34, -4.45)
H (-2.00, 3.09, -4.67)
C (-5.41, 1.98, 0.47)
C (-4.62, 1.96, -0.85)
C (-5.56, 1.58, -1.99)
O (-3.98, 3.23, -1.08)
H (-4.82, 2.33, 1.33)
H (-5.80, 0.99, 0.74)
H (-6.25, 2.69, 0.40)
H (-3.85, 1.17, -0.76)
H (-6.20, 0.72, -1.75)
H (-5.02, 1.21, -2.87)
H (-6.21, 2.42, -2.25)
H (-3.31, 3.33, -0.37)
C (-2.60, -3.89, 5.07)
C (-1.55, -4.98, 5.18)
C (-0.13, -4.44, 5.19)
O (-1.68, -5.76, 6.35)
H (-3.61, -4.27, 4.93)
H (-2.33, -3.26, 4.21)
H (-2.60, -3.24, 5.95)
H (-1.63, -5.63, 4.29)
H (0.23, -4.10, 4.22)
H (0.54, -5.23, 5.53)
H (-0.05, -3.64, 5.93)
H (-2.62, -5.96, 6.49)
C (0.91, 6.26, -0.42)
C (0.68, 5.24, -1.50)
O (1.97, 4.85, -2.03)
H (-0.03, 6.58, 0.05)
H (1.32, 7.15, -0.87)
H (1.51, 5.88, 0.41)
H (0.07, 5.65, -2.31)
H (0.14, 4.32, -1.22)
H (1.83, 4.47, -2.91)
C (-1.41, 3.23, 3.16)
C (-1.35, 3.93, 1.81)
O (-1.96, 3.11, 0.80)
H (-0.87, 2.29, 3.11)
H (-2.45, 3.09, 3.43)
H (-0.88, 3.80, 3.93)
H (-0.31, 4.11, 1.52)
H (-1.94, 4.85, 1.81)
H (-1.46, 2.24, 0.75)
C (0.98, -0.58, 4.24)
C (0.52, -0.47, 5.66)
O (0.43, 0.89, 6.00)
H (0.39, 0.08, 3.59)
H (0.76, -1.58, 3.84)
H (2.05, -0.41, 4.13)
H (1.17, -1.02, 6.36)
H (-0.45, -0.99, 5.74)
H (-0.02, 0.95, 6.86)

***

No. 2
The following is a quantum chemistry calculation of C27H21AuF12NO3Sb as an isolated structure, from the OMol25 dataset.

For the energy above the lowest of the compared OMol25 structures with the same formula, charge and spin, the calculation gives 7.2 kcal/mol. As for the spin multiplicity: 1. Its LUMO energy is -0.13 eV.

Geometry (Å):
Au (0.24, -0.82, -1.65)
F (-5.68, 2.31, -4.68)
C (-4.64, 2.09, -3.84)
C (-4.55, 2.84, -2.69)
C (-3.49, 2.61, -1.83)
C (-2.53, 1.64, -2.11)
C (-2.66, 0.90, -3.28)
C (-3.72, 1.12, -4.16)
Sb (-0.90, 1.24, -0.79)
C (-0.16, 3.21, -0.79)
C (-0.18, 3.89, -2.01)
C (0.27, 5.20, -2.10)
C (0.72, 5.82, -0.96)
F (1.14, 7.09, -1.04)
C (0.75, 5.18, 0.27)
C (0.32, 3.87, 0.34)
C (-2.08, 0.90, 0.91)
C (-3.17, 0.05, 0.73)
C (-4.01, -0.27, 1.79)
C (-3.75, 0.29, 3.02)
F (-4.56, 0.00, 4.06)
C (-2.68, 1.14, 3.24)
C (-1.85, 1.44, 2.17)
H (-5.31, 3.59, -2.48)
H (-3.42, 3.20, -0.92)
H (-1.93, 0.13, -3.52)
H (-3.83, 0.55, -5.08)
H (-0.56, 3.40, -2.90)
H (0.26, 5.74, -3.04)
H (1.13, 5.70, 1.14)
H (0.38, 3.35, 1.29)
H (-3.38, -0.38, -0.24)
H (-4.86, -0.94, 1.67)
H (-2.51, 1.55, 4.22)
H (-1.00, 2.08, 2.35)
F (2.79, -1.53, 0.68)
C (2.53, -0.98, 1.89)
F (1.62, -1.77, 2.47)
F (3.67, -1.11, 2.60)
C (2.00, 0.49, 1.73)
O (0.95, 0.49, 0.92)
C (1.64, 1.01, 3.17)
F (2.62, 0.84, 4.08)
F (0.56, 0.39, 3.63)
F (1.36, 2.33, 3.14)
C (3.18, 1.36, 1.15)
F (2.77, 2.60, 0.88)
F (4.24, 1.46, 1.97)
F (3.62, 0.83, -0.01)
O (1.28, -2.66, -1.99)
C (1.27, -3.39, -0.96)
O (0.37, -3.53, -0.11)
C (2.57, -4.17, -0.71)
N (2.49, -4.57, 0.74)
C (2.68, -6.05, 0.84)
C (2.12, -6.53, -0.49)
C (2.66, -5.49, -1.48)
H (3.42, -3.51, -0.87)
H (1.49, -4.28, 0.96)
H (3.12, -4.02, 1.33)
H (2.17, -6.42, 1.73)
H (3.74, -6.25, 0.93)
H (1.03, -6.53, -0.47)
H (2.46, -7.55, -0.72)
H (2.09, -5.44, -2.40)
H (3.70, -5.71, -1.73)

***

No. 3
The following is a quantum chemistry calculation of one molecule with the formula C4H7OP, from the OMol25 dataset.

For the energy above the lowest of the compared OMol25 structures with the same formula, charge and spin, the calculation gives 59.5 kcal/mol. As for the spin multiplicity: 1. Its LUMO energy is 0.78 eV. The structure (SMILES) is C#CCC[PH2]=O.

Geometry (Å):
C (-0.86, -0.02, -1.54)
C (-1.50, -0.48, -2.42)
C (0.11, 0.76, -0.75)
C (0.80, -0.22, 0.24)
O (0.33, -1.40, 2.70)
P (0.29, -0.13, 2.00)
H (-0.94, 0.51, 2.13)
H (-1.88, -0.91, -3.23)
H (0.73, 1.14, -1.49)
H (-0.43, 1.55, -0.33)
H (0.57, -1.27, -0.03)
H (1.82, -0.45, 0.31)
H (0.96, 0.92, 2.40)

***

No. 4
The following is a quantum chemistry calculation of C10H22IO4P2Yb as an isolated structure, from the OMol25 dataset.

The total charge is +2. For the energy above the lowest of the compared OMol25 structures with the same formula, charge and spin, the calculation gives 0.0 kcal/mol. The expectation value of S² is 0.75. As for the spin multiplicity: 2. Its LUMO energy (spin up / spin down) is -8.52 / -10.28 eV.

Geometry (Å):
C (3.49, -1.40, -0.80)
C (2.15, -0.77, -0.65)
H (3.44, -2.47, -0.64)
H (4.14, -0.93, -0.06)
H (3.92, -1.25, -1.77)
O (1.10, -1.34, -0.38)
I (2.42, 1.35, -1.04)
Yb (-2.25, 1.38, 0.60)
P (-1.40, 0.08, -1.90)
C (-2.79, -1.05, -2.25)
C (-1.82, 1.46, -3.01)
H (-1.94, 1.07, -4.03)
H (-0.61, -1.00, -3.91)
H (-0.99, 2.18, -2.98)
H (0.71, -0.12, -3.04)
H (-3.67, -0.80, -1.64)
H (-2.74, 1.96, -2.69)
C (-0.17, -0.77, -2.93)
H (-3.05, -1.00, -3.31)
H (0.13, -1.70, -2.42)
H (-2.47, -2.07, -2.00)
P (1.29, 0.20, 1.99)
C (0.48, -1.01, 3.10)
C (3.00, 0.04, 2.60)
H (0.95, 2.59, 1.93)
H (1.37, 2.03, 3.57)
H (-0.29, 1.82, 2.97)
C (0.77, 1.81, 2.68)
H (3.66, 0.71, 2.04)
H (3.07, 0.28, 3.67)
H (0.99, -1.04, 4.07)
H (0.56, -1.99, 2.62)
H (3.36, -0.99, 2.46)
H (-0.58, -0.75, 3.23)
C (-1.51, -1.01, 0.68)
O (-1.69, -2.14, 0.92)
O (-2.85, 0.94, 2.64)
C (-3.97, 0.55, 2.16)
O (-4.27, 0.61, 0.91)
H (-4.70, 0.16, 2.87)

***

No. 5
The following is a quantum chemistry calculation of one molecule with the formula C4H11NO2, from the OMol25 dataset.

For the energy above the lowest of the compared OMol25 structures with the same formula, charge and spin, the calculation gives 35.7 kcal/mol. As for the spin multiplicity: 1. Its LUMO energy is 0.73 eV. The structure (SMILES) is C[C@@H](O)[C@@H](N)CO.

Geometry (Å):
C (0.02, 1.27, 0.35)
O (-0.47, 2.03, 1.47)
C (-0.31, -0.23, 0.48)
C (0.10, -1.00, -0.78)
C (-0.99, -0.98, -1.84)
O (1.32, -0.59, -1.39)
N (0.33, -0.75, 1.70)
H (-0.33, 1.76, -0.56)
H (1.11, 1.31, 0.42)
H (0.26, 2.44, 1.89)
H (-1.39, -0.38, 0.55)
H (0.23, -2.03, -0.46)
H (-0.63, -1.38, -2.79)
H (-1.87, -1.57, -1.59)
H (-1.28, 0.03, -2.17)
H (1.33, 0.29, -1.75)
H (1.02, -0.16, 2.15)
H (-0.41, -0.81, 2.38)

***

No. 6
The following is a quantum chemistry calculation of one molecule with the formula C10H14N2O3, from the OMol25 dataset.

For the energy above the lowest of the compared OMol25 structures with the same formula, charge and spin, the calculation gives 81.1 kcal/mol. As for the spin multiplicity: 1. Its LUMO energy is -0.66 eV. The structure (SMILES) is [H]/N=C1/CN(C(=O)OC(C)(C)C)C=CC1=O.

Geometry (Å):
C (-1.68, -0.65, 2.53)
C (-3.64, -0.36, 1.04)
C (-2.70, -0.39, -0.05)
C (-0.51, -0.03, -0.86)
C (-0.66, -0.83, 1.46)
C (-3.17, -0.28, 2.39)
C (1.61, 1.80, -0.72)
C (3.25, -0.29, -0.70)
C (1.86, 0.26, -2.78)
C (1.90, 0.33, -1.24)
N (-1.42, -1.24, 3.69)
N (-1.30, -0.39, 0.19)
O (-0.93, 0.44, -1.90)
O (-3.91, -0.12, 3.33)
O (0.80, -0.38, -0.65)
H (-4.69, -0.40, 0.80)
H (-2.91, -0.28, -1.10)
H (0.21, -0.27, 1.59)
H (-0.72, -1.95, 1.29)
H (0.59, 2.18, -0.97)
H (1.43, 1.63, 0.28)
H (2.48, 2.45, -0.92)
H (3.82, 0.63, -0.43)
H (3.85, -0.74, -1.51)
H (3.00, -0.89, 0.13)
H (2.85, 0.65, -3.15)
H (1.68, -0.74, -3.10)
H (0.94, 0.93, -2.96)
H (-2.03, -1.07, 4.31)